36
Properties=species:S:1:pos:R:3:lowdin_charge:R:1 method="wB97M-V/def2-TZVPD" charge=+1 de_lowest_kcal_mol=66.4 total_energy_ha=-596.200645 largest_force_ev_per_a=5.55 orbital_gap_ha="0.2902 / 0.2901"
C 1.174 0.077 -0.954 0.00
C 0.613 -1.260 -0.874 -0.10
C -0.340 0.687 0.756 -0.04
C 0.386 2.990 -1.643 0.01
C 2.575 2.512 -0.638 -0.06
C 0.742 3.293 0.937 -0.01
C -0.927 -4.028 -0.527 -0.01
C -2.520 -2.441 0.530 -0.03
C -0.429 -2.864 1.662 -0.06
C 1.059 2.467 -0.325 -0.49
C -1.036 -2.690 0.271 -0.57
N 0.607 0.998 -0.185 -0.01
N -0.501 -1.403 -0.284 0.11
N -1.486 1.288 0.852 0.18
H 1.950 0.385 -1.603 0.11
H 1.105 -2.142 -1.486 0.18
H 0.830 2.380 -2.469 0.10
H -0.639 2.851 -1.521 0.06
H 0.927 3.943 -1.620 0.10
H 3.161 1.907 0.035 0.09
H 2.843 2.359 -1.676 0.07
H 3.103 3.550 -0.607 0.14
H 1.111 4.331 0.693 0.12
H -0.286 3.449 1.048 0.06
H 1.382 2.923 1.685 0.09
H -1.290 -3.807 -1.516 0.08
H 0.060 -4.438 -0.460 0.08
H -1.629 -4.719 -0.092 0.09
H -2.697 -2.953 1.445 0.08
H -2.497 -1.412 0.641 0.04
H -3.077 -2.759 -0.305 0.08
H -0.585 -1.882 2.313 0.12
H -0.793 -3.676 2.143 0.04
H 0.698 -3.013 1.777 0.11
H -1.902 1.128 1.775 0.15
H -1.696 1.970 0.222 0.07

129
Properties=species:S:1:pos:R:3:lowdin_charge:R:1 method="wB97M-V/def2-TZVPD" total_energy_ha=-3816.753693 largest_force_ev_per_a=8.54 orbital_gap_ha=0.2802 smiles="CC(=O)OCCCC1=C(OC[C@H](C)CC(C)C)C(=O)C=CC1=O.O=C1OCCO1.O=C1OCCO1.O=C1OCCO1.O=C1OCCO1.O=C1OCCO1.O=C1OCCO1.O=C1OCCO1.O=C1OCCO1"
C -0.148 5.628 1.420 -0.01
C -1.742 5.371 1.811 -0.27
O -1.959 4.736 2.984 -0.04
O -2.892 5.820 1.011 -0.12
C -3.795 4.691 0.670 -0.17
C -3.893 4.708 -1.000 -0.14
C -2.497 4.038 -1.534 -0.13
C -2.254 4.128 -3.153 0.00
C -1.506 2.978 -3.803 -0.03
O -1.035 1.782 -3.061 -0.14
C 0.175 2.070 -2.275 -0.16
C 0.413 0.936 -1.102 -0.27
C 1.567 -0.090 -1.669 -0.10
C -0.954 0.203 -0.573 -0.14
C -1.134 -1.359 -1.055 -0.35
C -1.505 -1.539 -2.652 -0.10
C -2.463 -1.942 -0.225 -0.10
C -1.153 2.978 -5.438 -0.12
O -0.432 1.989 -6.031 -0.05
C -1.632 4.225 -6.445 0.02
C -2.368 5.337 -5.785 0.00
C -2.704 5.351 -4.147 -0.18
O -3.394 6.452 -3.735 -0.07
H 0.076 5.478 0.267 0.07
H 0.537 4.855 1.985 0.10
H 0.237 6.698 1.710 0.10
H -4.843 4.834 1.186 0.14
H -3.366 3.665 1.064 0.14
H -4.046 5.836 -1.284 0.12
H -4.785 4.011 -1.295 0.13
H -2.481 2.917 -1.125 0.13
H -1.605 4.581 -0.965 0.11
H 0.133 3.123 -1.713 0.13
H 1.168 2.117 -2.929 0.14
H 0.880 1.496 -0.158 0.14
H 1.715 -0.945 -0.884 0.08
H 2.588 0.510 -1.804 0.10
H 1.331 -0.540 -2.737 0.07
H -0.888 0.169 0.619 0.10
H -1.950 0.797 -0.809 0.11
H -0.221 -2.029 -0.718 0.11
H -2.407 -0.807 -2.869 0.08
H -0.633 -1.241 -3.373 0.06
H -1.907 -2.634 -2.903 0.09
H -3.392 -1.648 -0.912 0.09
H -2.342 -3.096 -0.076 0.08
H -2.563 -1.322 0.762 0.07
H -1.390 4.154 -7.604 0.13
H -2.725 6.251 -6.465 0.13
C 2.222 0.592 -7.748 -0.14
C 1.665 -0.779 -7.961 -0.14
O 2.670 -1.424 -8.721 0.06
C 3.841 -0.768 -8.467 -0.52
O 4.940 -1.160 -8.822 0.13
O 3.621 0.381 -7.764 0.06
H 1.906 1.026 -6.796 0.12
H 1.959 1.280 -8.558 0.14
H 1.527 -1.324 -7.022 0.14
H 0.717 -0.763 -8.506 0.14
C 0.036 -5.764 -4.032 -0.14
C 1.361 -5.852 -4.716 -0.14
O 1.821 -4.514 -4.711 0.07
C 1.185 -3.880 -3.682 -0.50
O 1.467 -2.764 -3.281 0.11
O 0.193 -4.660 -3.160 0.06
H -0.204 -6.671 -3.470 0.14
H -0.781 -5.550 -4.728 0.14
H 2.076 -6.473 -4.166 0.14
H 1.277 -6.229 -5.739 0.14
C 0.625 -1.420 2.662 -0.13
C 0.450 -2.402 3.774 -0.13
O -0.245 -3.470 3.159 0.07
C 0.022 -3.400 1.822 -0.52
O -0.277 -4.263 1.014 0.12
O 0.668 -2.239 1.508 0.04
H 1.547 -0.840 2.759 0.11
H -0.221 -0.731 2.575 0.13
H 1.406 -2.776 4.156 0.13
H -0.128 -1.990 4.606 0.12
C -3.536 -4.707 6.638 -0.15
C -3.721 -3.853 5.425 -0.13
O -2.828 -2.778 5.644 0.06
C -1.866 -3.230 6.501 -0.51
O -0.845 -2.621 6.773 0.11
O -2.196 -4.452 7.013 0.07
H -3.684 -5.769 6.426 0.12
H -4.196 -4.413 7.461 0.12
H -3.434 -4.369 4.503 0.14
H -4.748 -3.490 5.324 0.14
C -0.080 7.024 -3.672 -0.15
C 0.441 8.424 -3.675 -0.13
O 1.076 8.537 -2.415 0.07
C 1.402 7.272 -2.020 -0.52
O 2.110 7.011 -1.062 0.12
O 0.834 6.338 -2.837 0.05
H -0.096 6.584 -4.673 0.13
H -1.081 6.951 -3.235 0.11
H 1.184 8.592 -4.462 0.14
H -0.356 9.165 -3.775 0.14
C -7.137 -8.860 7.037 -0.14
C -5.812 -8.948 6.352 -0.13
O -5.353 -7.610 6.358 0.05
C -5.988 -6.977 7.387 -0.49
O -5.706 -5.860 7.787 0.12
O -6.980 -7.756 7.909 0.07
H -7.377 -9.767 7.599 0.14
H -7.954 -8.646 6.340 0.14
H -5.098 -9.570 6.903 0.14
H -5.896 -9.325 5.329 0.14
C 5.070 -0.710 5.739 -0.12
C 3.654 -1.188 5.723 -0.13
O 3.096 -0.518 4.608 0.05
C 4.132 -0.203 3.776 -0.51
O 3.998 0.229 2.643 0.14
O 5.336 -0.436 4.376 0.04
H 5.760 -1.466 6.124 0.14
H 5.193 0.212 6.315 0.14
H 3.579 -2.268 5.559 0.14
H 3.117 -0.929 6.640 0.15
C 7.052 1.602 2.733 -0.14
C 7.574 1.601 1.333 -0.13
O 8.827 2.248 1.452 0.06
C 9.230 2.096 2.747 -0.52
O 10.342 2.382 3.160 0.13
O 8.229 1.581 3.519 0.06
H 6.428 0.729 2.945 0.10
H 6.487 2.510 2.968 0.14
H 7.734 0.589 0.946 0.14
H 6.920 2.145 0.645 0.14

12
Properties=species:S:1:pos:R:3:lowdin_charge:R:1 method="wB97M-V/def2-TZVPD" de_lowest_kcal_mol=51.1 total_energy_ha=-248.445116 largest_force_ev_per_a=1.52 orbital_gap_ha=0.3930 smiles="CC=O.C=N"
C -2.109 0.992 -1.582 -0.15
N -2.240 0.822 -0.333 0.02
H -2.817 1.499 -2.235 0.05
H -1.367 0.396 -2.125 0.05
H -1.507 0.170 -0.068 0.00
O 0.751 0.080 -0.645 0.02
C 1.201 -0.752 0.103 -0.30
C 1.560 -0.463 1.535 -0.05
H 1.481 -1.742 -0.307 0.12
H 0.780 -0.604 2.280 0.08
H 2.458 -1.003 1.836 0.07
H 1.810 0.603 1.539 0.09

14
Properties=species:S:1:pos:R:3:lowdin_charge:R:1 method="wB97M-V/def2-TZVPD" de_lowest_kcal_mol=48.3 total_energy_ha=-212.474164 largest_force_ev_per_a=1.66 orbital_gap_ha=0.3969 smiles="C=NC.C=C"
C 2.351 1.063 0.210 -0.08
C 1.302 1.570 0.846 -0.09
H 2.349 0.817 -0.844 0.04
H 3.296 0.945 0.720 0.04
H 0.451 2.001 0.335 0.05
H 1.483 1.956 1.844 0.05
C -0.880 -0.541 -1.395 -0.15
C -1.240 -1.280 0.754 -0.10
N -1.803 -0.859 -0.297 -0.07
H -0.149 -1.348 -1.507 0.07
H -0.294 0.360 -1.205 0.05
H -1.415 -0.458 -2.334 0.06
H -1.794 -1.868 1.487 0.06
H -0.163 -1.441 0.841 0.07

71
Properties=species:S:1:pos:R:3:lowdin_charge:R:1 method="wB97M-V/def2-TZVPD" charge=-1 de_lowest_kcal_mol=0.0 total_energy_ha=-1685.459165 largest_force_ev_per_a=5.49 orbital_gap_ha=0.1427
C 1.624 7.789 33.386 -0.46
O 2.709 8.689 33.639 -0.54
H 0.748 8.286 32.969 0.02
H 2.032 7.164 32.592 0.00
H 1.411 7.078 34.184 0.00
C -2.857 2.509 34.156 -0.12
C -3.007 2.072 35.547 -0.35
O -2.207 0.936 35.814 -0.07
H -1.875 2.870 33.851 0.09
H -3.284 3.500 34.001 0.07
H -3.542 2.004 33.475 0.08
H -4.056 1.820 35.704 0.11
H -2.756 2.877 36.238 0.11
H -1.454 0.912 35.219 0.08
C 6.315 8.040 28.677 -0.85
O 5.977 9.113 29.027 0.08
N 6.086 6.998 29.448 0.16
N 6.872 7.786 27.547 0.16
H 6.289 6.076 29.090 0.09
H 5.600 7.147 30.321 0.12
H 7.285 6.915 27.245 0.11
H 7.014 8.651 27.045 0.12
C -3.661 5.515 27.619 -0.77
O -3.839 6.579 27.044 0.03
N -2.982 5.292 28.713 0.16
N -4.238 4.381 27.252 0.14
H -3.210 4.440 29.205 0.10
H -2.632 6.061 29.267 0.12
H -4.165 3.502 27.743 0.11
H -4.904 4.628 26.534 0.11
C 6.486 6.017 37.522 -0.75
O 7.218 5.382 38.282 -0.01
N 6.820 6.464 36.310 0.15
N 5.204 6.208 37.779 0.15
H 7.633 6.053 35.872 0.11
H 6.268 7.109 35.764 0.11
H 4.749 5.660 38.495 0.11
H 4.708 6.716 37.061 0.11
C 2.445 12.798 38.684 -0.81
O 2.683 13.342 37.638 0.05
N 2.206 13.521 39.763 0.14
N 2.170 11.552 38.834 0.17
H 1.912 13.049 40.606 0.09
H 2.179 14.528 39.683 0.11
H 1.833 11.126 39.685 0.11
H 2.243 10.951 38.025 0.13
C 3.848 0.556 35.220 -0.79
O 3.247 -0.262 34.554 0.02
N 3.818 1.854 35.079 0.17
N 4.659 0.086 36.145 0.15
H 3.120 2.230 34.453 0.12
H 4.317 2.557 35.603 0.11
H 5.376 0.684 36.530 0.11
H 4.630 -0.922 36.085 0.12
C 3.100 2.342 28.102 -0.05
C 3.943 2.380 26.800 -0.42
C 3.323 3.198 25.597 -0.19
O 2.021 2.717 25.218 -0.18
C 1.285 3.703 24.480 -0.11
N 5.282 2.964 27.011 0.02
H 2.966 3.373 28.430 0.08
H 3.821 1.896 28.788 0.07
H 2.147 1.839 27.941 0.08
H 4.013 1.334 26.501 0.12
H 4.035 3.343 24.785 0.11
H 3.263 4.219 25.975 0.11
H 1.307 4.686 24.949 0.08
H 0.225 3.469 24.383 0.08
H 1.660 3.906 23.477 0.08
H 5.671 3.021 26.081 0.05
H 5.899 2.397 27.575 0.07

13
Properties=species:S:1:pos:R:3:lowdin_charge:R:1 method="wB97M-V/def2-TZVPD" multiplicity=2 de_lowest_kcal_mol=5.1 total_energy_ha=-512.852986 largest_force_ev_per_a=1.42 orbital_gap_ha="0.1429 / 0.3541"
O 1.291 0.612 -0.290 -0.02
C 1.481 -0.447 0.487 -0.38
C 0.098 1.345 0.024 -0.15
O 2.041 -1.476 0.125 -0.01
O -0.800 -0.843 -0.111 -0.50
C -1.104 0.483 -0.359 -0.35
H 0.140 2.291 -0.527 0.13
H 0.085 1.532 1.110 0.12
H -1.359 0.664 -1.420 0.11
H -1.973 0.813 0.241 0.11
H 1.228 -0.316 1.553 0.16
Na 0.499 -2.346 -1.347 0.35
Li -1.627 -2.311 0.514 0.44